Record 1
Entry from the OMol25 dataset: 2 unconnected molecules or ions with the total composition C18H36BFINO3 in a non-equilibrium geometry (the ωB97M-V functional and the def2-TZVPD basis).

Structure (XYZ):
```
61
Properties=species:S:1:pos:R:3:forces:R:3:lowdin_charge:R:1
H 0.9704 1.1914 -1.8849 -0.01 -0.19 0.10 0.135
C -0.5312 0.2890 -4.1070 0.66 0.85 0.85 -0.104
H 1.7733 1.3109 3.8005 0.25 -0.04 -0.10 0.133
H -1.7013 -2.9478 -3.6864 0.01 0.01 -0.01 0.107
C -1.8768 -0.3508 1.7186 0.22 0.10 -0.15 -0.064
H 0.6647 3.4882 0.6410 0.08 0.29 -0.11 0.065
H 3.1865 -0.5358 -0.8886 -0.02 0.06 -0.24 0.110
H 3.7667 -0.9954 -2.9976 -0.12 0.05 0.20 0.101
H -1.2177 0.7013 -3.3599 -0.01 -0.17 0.08 0.139
C 0.2839 -1.8651 -5.1273 0.50 -0.01 0.01 -0.016
H -2.6829 -0.1455 4.4316 0.03 -0.17 0.01 0.123
H -2.1481 1.5316 4.5726 -0.13 -0.01 0.38 0.105
C 2.7959 -1.3681 -3.3163 -0.20 -0.09 -0.57 -0.014
H 2.7066 -1.1020 -4.3669 -0.07 -0.04 0.01 0.068
H -0.4586 0.7719 5.5634 -0.34 -0.18 0.33 0.120
H 1.0949 -1.2705 -5.5396 0.04 -0.02 0.10 0.070
H -1.0864 -2.4506 3.4250 0.53 -0.98 0.00 0.064
C 0.8433 1.4674 3.2599 0.22 -1.31 -0.60 -0.076
O -0.5311 -1.3212 5.1359 -0.17 0.72 -0.02 -0.126
H -2.5854 0.1050 1.0326 -0.19 0.16 -0.10 0.064
C 2.1936 -0.9640 -1.0011 -0.78 -0.13 0.67 -0.002
H 2.5116 1.1903 -2.7100 0.13 -0.35 0.10 0.145
O -0.3137 -1.3690 -1.6871 -0.20 -2.05 0.85 0.245
H 2.2585 -2.0226 -0.7434 -0.01 0.01 0.03 0.116
C -3.8065 1.3383 3.2685 0.40 0.17 0.51 -0.102
C -0.3920 -1.2246 -3.8939 -0.67 -2.08 -3.29 -0.444
C 1.2421 3.2767 1.5418 -0.60 -0.39 -0.60 -0.027
H 0.8038 3.8514 2.3480 -0.03 0.08 0.15 0.070
H 0.6141 2.1103 -4.0777 0.00 -0.02 0.01 0.128
H -1.3858 1.6054 2.3369 0.33 0.24 -0.05 0.121
O 0.4669 -1.0013 2.9986 0.68 0.55 -0.78 -0.069
H 0.6682 -2.8594 -4.8960 0.00 0.01 -0.01 0.103
C -0.0507 0.2252 3.4149 -0.06 1.24 2.11 -0.442
N 0.3898 -1.5026 -2.6411 -1.83 5.42 0.94 0.073
H -2.3284 -1.2457 2.1329 0.01 -0.16 0.11 0.077
C 1.5257 0.7265 -2.7063 -1.35 0.53 -0.48 -0.095
H 1.0442 -0.1370 5.1459 0.12 0.79 0.38 0.124
C -0.0324 -0.0192 4.9582 0.77 -0.94 -0.77 -0.180
I 1.4165 -3.5658 4.5210 0.63 -0.50 -0.08 0.608
C -1.7772 -1.8699 -3.8382 -0.20 0.02 0.89 -0.017
F 2.5121 1.3111 1.6400 -0.05 -0.55 -0.78 -0.050
H -4.5457 1.5102 4.0437 -0.34 -0.12 0.01 0.067
C -2.5273 0.7789 3.8847 0.21 0.54 -0.64 -0.209
H -2.2980 -1.6983 -4.7772 0.20 0.07 -0.07 0.101
H 1.4380 0.7938 -4.8716 -0.03 -0.02 0.00 0.110
H -0.4378 -1.9817 -5.9329 -0.14 0.05 0.16 0.097
C -1.4362 0.6249 2.8123 -0.65 -1.11 0.14 -0.285
C 1.1891 1.7626 1.8133 0.86 1.63 1.31 -0.346
H -1.0048 -0.6673 1.1504 0.08 -0.15 -0.11 0.060
H -3.5771 2.3151 2.8464 -0.06 0.15 -0.26 0.070
H 0.5229 1.2660 1.1176 0.10 -0.39 -0.21 0.117
H 0.3605 2.2982 3.7598 -0.36 0.19 -0.11 0.122
H -0.9903 0.4665 -5.0797 -0.02 -0.37 -0.03 0.142
B -0.0520 -2.0082 3.9270 -2.45 0.33 -0.25 -1.250
H 2.2646 3.5995 1.3911 0.18 0.01 -0.02 0.076
H 1.5621 -0.4745 -0.2616 -0.04 -0.10 0.08 0.079
H -4.2006 0.7045 2.4867 -0.27 -0.17 -0.09 0.058
C 1.6853 -0.7735 -2.4241 3.99 -1.25 -0.11 -0.442
H 2.8218 -2.4556 -3.2377 0.01 0.01 0.03 0.103
C 0.8013 1.0367 -4.0178 0.06 -0.19 0.00 -0.152
H -2.4029 -1.4558 -3.0488 0.06 -0.03 0.07 0.094
```
Forces are in eV/Å.

For the HOMO energy, the calculation gives -6.209 eV. The HOMO-LUMO gap is 1.4 eV. Its spin multiplicity is 1. The value obtained for the LUMO energy is -0.1772 Ha.

Record 2
Entry from the OMol25 dataset: a gas-phase ion, C5H11BrN (charge +1) in a non-equilibrium geometry (the ωB97M-V functional and the def2-TZVPD basis).

Structure (XYZ):
```
18
Properties=species:S:1:pos:R:3:forces:R:3:lowdin_charge:R:1
Br -0.4280 1.5565 -1.0502 -0.83 -1.24 -0.92 0.896
H -1.8618 -0.9465 -0.3868 0.63 -0.42 1.76 0.118
C 0.2543 3.3652 -0.8996 -0.22 -0.28 -0.78 -0.353
H 1.5895 -0.7834 -1.1968 -1.46 0.20 2.22 0.216
H 0.4415 -2.9582 0.1202 -0.51 0.31 0.10 0.133
H 0.4558 3.8657 -1.8773 -0.60 -0.70 0.80 0.070
H -1.6865 -2.2080 1.1332 0.50 1.94 -1.96 0.170
H 0.0486 -0.9201 2.1344 0.51 -0.74 1.12 0.110
H 1.8918 -1.3836 0.2764 0.09 0.27 0.34 0.162
C -0.0099 -2.0369 -0.2700 -0.01 0.14 -1.32 -0.130
C -1.1859 -1.3788 0.4304 -0.49 -1.96 1.67 -0.192
C -0.4652 -0.3802 1.3805 -0.81 0.80 -2.54 -0.250
H -0.5230 3.7650 -0.2692 0.43 0.82 0.09 0.025
C 0.7134 0.2106 0.6027 -0.25 1.23 0.78 -0.155
H 1.1489 3.0494 -0.4402 1.19 0.83 0.99 -0.008
H -0.3231 -2.1684 -1.3090 0.64 -0.32 0.03 0.122
N 1.1104 -0.9506 -0.2215 0.76 -1.25 -2.44 -0.050
H -1.1707 0.3021 1.8428 0.41 0.38 0.06 0.117
```
Forces are in eV/Å.

For the HOMO energy, the calculation gives -12.963 eV. The charge is +1. The HOMO-LUMO gap is 8.9 eV. Its spin multiplicity is 1. The value obtained for the LUMO energy is -0.1511 Ha. For the energy above the lowest of the compared OMol25 structures with the same formula, charge and spin, the calculation gives 100.91 kcal/mol.

Record 3
Entry from the OMol25 dataset: C3H4N2S2 in the gas phase in a non-equilibrium geometry (the ωB97M-V functional and the def2-TZVPD basis).

Structure (XYZ):
```
11
Properties=species:S:1:pos:R:3:forces:R:3:lowdin_charge:R:1
H -1.6718 -0.5272 0.9380 -0.75 -0.42 -2.26 0.020
C 1.9659 1.3047 0.0266 -0.58 2.50 0.04 -0.459
C 2.1000 -1.0786 0.0999 0.80 -2.39 0.66 -0.501
S 3.2354 0.1814 -0.1859 -0.12 -0.08 0.34 0.980
H 2.3085 -2.2192 0.2839 0.07 2.54 -0.80 0.123
H -1.4424 -0.6135 -0.7177 2.14 -1.98 -2.17 -0.078
N -1.9849 -0.2175 -0.0441 0.52 4.50 5.18 -0.138
N 0.9110 -0.6623 0.3073 -1.79 -0.58 0.52 -0.075
C 0.7572 0.6917 0.2714 2.24 -0.68 -0.98 -0.816
S -0.7991 1.4282 0.2607 -2.62 -1.54 -0.44 0.847
H 2.0941 2.4342 -0.0413 0.09 -1.86 -0.09 0.097
```
Forces are in eV/Å.

For the HOMO energy, the calculation gives -8.424 eV. The HOMO-LUMO gap is 8.5 eV. Its spin multiplicity is 1. The value obtained for the LUMO energy is 0.0019 Ha. For the energy above the lowest of the compared OMol25 structures with the same formula, charge and spin, the calculation gives 53.87 kcal/mol.

Record 4
Entry from the OMol25 dataset: C18H23N3O5 in the gas phase (the ωB97M-V functional and the def2-TZVPD basis).

Structure (XYZ):
```
49
Properties=species:S:1:pos:R:3:forces:R:3:lowdin_charge:R:1
O 0.6677 -0.6453 -1.6942 -0.06 -0.18 -0.09 0.063
H -6.5436 -0.7494 -0.8762 0.04 0.04 0.17 0.127
C -1.9983 1.1470 -1.0944 -0.05 0.42 -0.09 -0.104
H -0.7601 -0.7607 1.9826 -0.14 0.10 -0.03 0.124
N 2.6148 0.2672 -0.9923 0.00 0.19 -0.09 0.029
H 1.1262 1.5259 -1.6123 0.21 0.07 0.04 0.120
C -6.1856 -0.7467 0.1593 -0.51 0.11 -0.03 -0.230
H -2.0989 2.3676 0.6817 0.07 0.05 -0.09 0.137
C 6.3273 -0.4297 0.8379 0.01 0.01 -0.01 -0.085
H -1.2374 0.6964 -1.7375 -0.05 0.13 0.04 0.110
C 5.9980 0.8476 0.4224 0.03 0.04 0.04 -0.088
H -0.6830 2.6860 -0.3404 0.01 0.00 0.05 0.113
C 1.6314 2.0022 0.4455 0.06 -0.23 -0.01 -0.058
C 2.4944 -2.1373 -1.3042 -0.22 -0.18 -0.38 -0.059
C 5.4561 -1.4751 0.5956 -0.24 0.01 -0.13 0.005
H 7.2629 -0.6155 1.3416 0.09 -0.02 0.04 0.103
C -6.6895 -1.9580 0.9212 0.34 0.29 -0.18 -0.066
H -6.3174 -1.9403 1.9422 -0.02 -0.04 0.12 0.076
H 4.5479 2.0954 -0.5009 -0.08 0.08 -0.03 0.106
H -6.5185 0.1861 0.6290 0.04 -0.14 -0.12 0.127
C -2.0606 -0.8513 0.2428 0.08 -0.17 0.39 -0.100
N -2.8163 0.0840 -0.5588 0.07 -0.16 -0.05 -0.032
H 6.6775 1.6684 0.5924 0.05 0.07 0.02 0.102
C -1.3222 1.9033 0.0603 -0.13 0.06 -0.42 -0.103
N -0.5759 0.9776 0.8823 -0.30 -0.05 0.16 -0.041
H 1.7323 -2.9086 -1.1746 0.07 0.22 -0.06 0.143
H -2.7187 -1.6338 0.6144 0.11 0.03 -0.03 0.127
C 4.7857 1.0878 -0.2009 -0.02 -0.07 -0.05 -0.022
O -4.7597 -0.7829 0.1577 0.26 -0.08 0.06 -0.012
O -4.7674 1.1177 -1.0641 -0.31 0.22 -0.05 0.088
C 1.8208 -0.7776 -1.3251 0.04 -0.37 -0.09 -0.396
H -2.1735 0.3318 2.0523 0.01 -0.04 -0.02 0.136
O 1.2810 0.0142 1.6991 0.33 -0.27 0.08 0.066
H 5.6854 -2.4831 0.9012 0.03 -0.14 0.02 0.121
H -1.2821 -1.2854 -0.3925 -0.07 -0.04 0.11 0.119
C 4.2493 -1.2464 -0.0495 0.32 0.19 -0.01 -0.199
C 2.0161 1.5895 -0.9815 -0.17 0.26 0.00 -0.111
C 3.8889 0.0519 -0.4316 0.23 -0.35 0.14 -0.123
C -4.1611 0.2211 -0.5224 -0.04 -0.09 -0.08 -0.543
H -2.6372 1.8176 -1.6698 0.11 -0.05 0.04 0.128
H 2.5343 2.0542 1.0574 -0.15 0.01 0.02 0.119
C -1.4022 -0.0969 1.4025 0.03 -0.49 0.03 -0.095
H 1.1527 2.9794 0.4437 0.03 0.03 -0.03 0.111
O 3.4339 -2.3136 -0.2732 0.04 0.15 0.34 0.001
H 2.7068 2.3104 -1.4238 -0.09 -0.06 0.01 0.122
H -7.7754 -1.9523 0.9377 -0.11 -0.02 0.01 0.076
H -6.3451 -2.8705 0.4421 -0.02 -0.13 -0.02 0.076
H 2.9775 -2.2837 -2.2869 -0.10 0.04 0.16 0.149
C 0.7607 0.9139 1.0627 0.17 0.52 0.08 -0.454
```
Forces are in eV/Å.

For the HOMO energy, the calculation gives -8.334 eV. The HOMO-LUMO gap is 9.1 eV. Its spin multiplicity is 1. The value obtained for the LUMO energy is 0.0267 Ha. For the energy above the lowest of the compared OMol25 structures with the same formula, charge and spin, the calculation gives 5.08 kcal/mol.

Record 5
Entry from the OMol25 dataset: a molecular structure, C18H38OP2Ru in a non-equilibrium geometry (the ωB97M-V functional and the def2-TZVPD basis).

Structure (XYZ):
```
60
Properties=species:S:1:pos:R:3:forces:R:3:lowdin_charge:R:1
H -4.2471 1.1756 2.2469 0.04 -0.39 0.11 0.058
H -1.8175 0.2674 -4.4515 -0.37 -0.16 -0.06 0.058
C 1.7074 -0.1846 -1.4160 -0.68 0.91 -0.65 -0.268
H 3.9421 1.5372 -1.6697 -0.07 -0.27 0.45 0.041
H 6.6554 -0.0436 3.5517 -0.21 0.11 -0.18 0.098
H 1.7730 1.9361 -1.6255 -0.16 -0.08 0.23 0.115
H -0.0248 -1.3696 -1.8938 0.11 0.10 0.02 0.104
H -5.6148 -0.6886 -0.0550 0.23 0.23 0.08 0.098
P -2.7523 0.4618 -2.2111 -3.06 0.30 -0.93 0.964
H -3.6250 0.2651 -4.4582 0.25 -0.03 0.21 0.072
H -2.7110 -1.2063 -3.9583 0.00 0.40 -0.11 0.059
H -4.1658 2.2632 -3.0463 0.41 -0.11 0.22 0.069
H 1.2216 0.7461 2.7035 -0.18 -0.18 -0.54 0.125
C 4.7681 -0.2362 2.4730 0.39 0.76 0.61 -0.481
H -4.4601 -1.2652 -2.1215 -0.09 0.28 0.14 0.091
P -3.2951 -0.4451 0.7158 -2.82 -0.76 -0.43 0.931
H 4.6916 -0.0294 -1.1560 -0.23 0.47 0.05 0.036
H -3.4945 2.6725 -1.4232 0.06 -0.14 -0.38 0.056
H -1.1986 0.9299 1.3228 0.46 -0.02 0.01 0.058
H -2.4546 2.8062 -2.8687 -0.34 -0.07 0.13 0.058
H -5.0713 1.0081 -0.1183 0.04 -0.29 -0.15 0.088
C -4.4583 -0.2050 -1.8246 0.43 -0.43 0.49 -0.405
C -2.7231 -0.1048 -3.9507 1.12 -0.31 -0.03 -0.240
H 4.8889 1.4260 -0.1016 -0.19 -0.14 -0.89 0.026
H -5.0476 -0.4291 2.4095 0.33 0.09 -0.09 0.068
C -0.0589 1.4708 -0.4657 -0.49 0.68 0.20 -0.196
C 4.2099 0.9033 -0.8061 1.82 -0.15 0.33 -0.165
H -0.6581 -1.5060 0.3284 0.41 0.13 0.06 0.071
H 5.5262 1.2906 3.8428 0.01 -0.07 -0.16 0.089
H -0.2633 2.5259 -0.7180 -0.05 -0.41 0.17 0.126
C 5.2775 -1.2632 1.4915 -0.01 0.09 -0.21 -0.055
C 5.9058 0.6054 3.0812 -0.01 -0.02 -0.08 -0.029
H -2.9968 -2.7340 1.5487 -0.25 0.02 -0.27 0.054
H 5.7428 -0.7728 0.6280 -0.01 -0.21 0.25 0.074
C -3.6175 -2.2721 0.7658 0.85 -0.13 0.02 -0.250
C 1.2842 1.1382 -1.0606 -0.22 -0.66 -1.16 -0.276
H 4.4649 -1.9077 1.1538 0.02 -0.16 -0.13 0.074
H -3.3527 -2.7311 -0.2010 -0.10 0.13 0.37 0.050
H -3.4184 -0.1414 3.1323 -0.37 0.10 -0.11 0.054
H 6.0304 -1.8752 2.0028 -0.22 0.05 -0.23 0.105
H 2.4263 -0.2371 -2.2298 0.05 0.00 0.18 0.112
H -4.6839 -2.4545 0.9803 0.46 0.18 -0.03 0.064
C 0.4309 -1.6624 0.2225 -0.32 -0.64 0.04 -0.162
H 4.2588 -0.7637 3.3025 -0.11 0.21 -0.10 0.164
H 1.7590 -1.4942 2.0072 -0.19 0.47 -0.40 0.127
C 1.1944 -0.8781 1.2810 -0.77 0.27 0.59 -0.222
C -4.7865 -0.0299 -0.3512 0.49 0.39 -0.19 -0.412
H 0.5951 -2.7307 0.4486 -0.18 0.44 -0.11 0.125
O 3.8074 0.6840 1.9534 -0.34 -0.65 -0.49 -0.198
H -5.1737 0.3367 -2.4572 0.25 -0.17 -0.02 0.100
Ru 2.5787 0.4588 0.3552 2.01 1.08 0.56 1.356
C 0.8678 0.4380 1.7061 -0.36 -1.70 1.30 -0.188
H -0.8670 0.8936 -0.9508 0.52 -0.06 0.14 -0.004
C -3.2688 2.2281 -2.4062 0.89 0.26 0.41 -0.227
H 6.3911 1.1847 2.2823 -0.08 -0.15 0.27 0.093
C 0.8629 -1.4119 -1.2489 0.00 -0.65 0.40 -0.165
C -0.1862 1.3080 1.0772 0.22 0.82 -0.19 -0.169
H 1.4368 -2.2833 -1.6001 -0.16 0.33 0.10 0.125
H -0.1210 2.3091 1.5440 -0.06 -0.48 -0.19 0.131
C -4.0845 0.0866 2.2871 0.86 0.37 0.41 -0.254
```
Forces are in eV/Å.

For the HOMO energy (spin up / spin down), the calculation gives -15.076 / -15.178 eV. The charge is +2. The HOMO-LUMO gap (spin up / spin down) is 9.3 / 5.8 eV. Its spin multiplicity is 5. The value obtained for the LUMO energy (spin up / spin down) is -0.2124 / -0.3461 Ha. For the energy above the lowest of the compared OMol25 structures with the same formula, charge and spin, the calculation gives 0.00 kcal/mol.

- What is the spin multiplicity in the first record?
  1